(1)
# C3H13NO2

4 unconnected molecules or ions with the total composition C3H13NO2 in a non-equilibrium geometry (wB97M-V/def2-TZVPD, the Open Molecules 2025 dataset).

Last column: Löwdin charge in e.
Cartesian coordinates (Å):
C (-2.1554, -0.9413, 0.0293)  -0.083
C (-0.7752, -0.2851, 0.0185)  -0.487
C (-0.9500, 1.1151, 0.6461)  -0.067
N (-0.2808, -0.1885, -1.3409)  0.067
H (-2.0813, -2.0172, -0.1574)  0.075
H (-2.8093, -0.4841, -0.7100)  0.073
H (-2.6765, -0.8568, 0.9772)  0.072
H (-0.0751, -0.8561, 0.6214)  0.127
H (-1.7218, 1.7004, 0.1470)  0.077
H (0.0157, 1.6222, 0.5360)  0.064
H (-1.1464, 1.0599, 1.7179)  0.082
H (0.6613, 0.1829, -1.3069)  -0.044
H (-0.8865, 0.3522, -1.9388)  0.092
H (1.9981, -0.8402, -1.5479)  0.353
H (3.4540, -0.1184, 1.7924)  0.028
O (2.5122, -0.2470, 1.6291)  -0.105
H (2.4249, 0.1921, 0.7477)  -0.045
H (2.3428, -0.1719, -1.0968)  -0.076
O (2.1491, 0.7816, -0.7640)  -0.203

Atomic forces in eV per Å
0.195 -0.912 0.002
-1.755 0.593 0.517
1.301 -0.058 -0.100
0.913 -0.693 0.181
-0.069 0.119 -0.293
0.015 0.020 -0.231
0.178 0.230 0.315
0.156 -0.057 -0.029
-0.079 -0.081 -0.037
-0.245 0.255 0.072
-0.174 -0.107 -0.078
-1.002 0.871 -0.188
-0.090 -0.034 -0.227
-1.494 0.426 -0.250
-0.092 -0.170 0.351
0.457 0.191 -0.360
-0.340 -0.147 0.610
2.294 -0.393 0.619
-0.168 -0.050 -0.874

As for the energy relative to the best compared isomer or geometry (same formula, charge and spin): 6.789 eV. The net charge is 0.

(2)
# C4H7NO2

C4H7NO2 in the gas phase (wB97M-V/def2-TZVPD, the Open Molecules 2025 dataset).

Last column: Löwdin charge in e.
Cartesian coordinates (Å):
O (2.0671, 1.5606, 0.0190)  -0.055
N (1.8532, 0.2213, -0.2982)  0.049
C (0.6175, -0.0481, -0.3625)  -0.266
C (-0.0645, -1.3813, -0.5632)  -0.100
C (-1.2854, -0.7775, 0.1774)  -0.103
C (-0.6981, 0.6467, -0.0332)  -0.323
O (-0.7863, 1.5829, 0.9919)  0.003
H (3.0309, 1.6190, 0.0246)  0.091
H (0.4233, -2.2471, -0.1103)  0.111
H (-0.2641, -1.5960, -1.6197)  0.115
H (-1.2676, -1.0270, 1.2430)  0.116
H (-2.2788, -0.9814, -0.2286)  0.107
H (-1.1162, 1.1286, -0.9212)  0.159
H (-0.2812, 1.2420, 1.7339)  0.097

Atomic forces in eV per Å
0.270 0.214 0.071
-0.535 -0.328 -0.118
0.413 0.022 0.007
0.116 -0.146 -0.069
-0.184 -0.063 0.017
-0.125 -0.037 -0.271
0.001 0.020 0.112
-0.178 0.040 0.012
-0.066 0.120 -0.067
0.031 0.075 0.190
-0.013 0.009 -0.131
0.146 0.072 0.067
0.030 -0.106 -0.022
0.093 0.109 0.202

As for the energy relative to the best compared isomer or geometry (same formula, charge and spin): 3.327 eV. Its SMILES is O/N=C1/CC[C@H]1O. The net charge is 0.

(3)
# C19H26Cl7F5N4O5

4 unconnected molecules or ions with the total composition C19H26Cl7F5N4O5 in a non-equilibrium geometry (wB97M-V/def2-TZVPD, the Open Molecules 2025 dataset).

Last column: Löwdin charge in e.
Cartesian coordinates (Å):
C (-4.4769, 1.2149, -2.7078)  0.026
C (-3.6233, 1.5117, -4.0045)  -0.430
O (-3.9461, 2.4499, -4.6608)  0.160
O (-2.5686, 0.6229, -4.3303)  0.083
C (-1.3230, 1.2431, -4.3584)  -0.394
O (-1.1146, 2.4166, -4.3314)  0.122
C (-0.0965, 0.2346, -4.4919)  -0.019
N (-0.0261, -0.6489, -3.3216)  0.064
C (0.5985, -0.3865, -2.1483)  -0.253
N (0.7649, -1.1438, -1.0262)  0.198
C (1.5151, -0.5153, -0.0313)  -0.109
C (1.9572, -1.0412, 1.3489)  -0.073
C (0.8651, -0.9332, 2.4813)  -0.376
C (1.4870, -1.6885, 3.7531)  -0.134
C (0.6298, 0.5688, 2.9231)  -0.146
N (1.7794, 0.7154, -0.5840)  0.042
C (2.5424, 1.7760, 0.1503)  -0.707
O (3.7507, 1.9434, 0.0505)  0.033
O (1.8119, 2.5354, 0.8855)  -0.043
N (1.2475, 0.7920, -1.8086)  -0.345
Cl (1.4909, 2.2865, -2.5708)  0.871
C (-0.6789, -1.9631, -3.3617)  -0.348
F (-1.4471, -2.1405, -4.4789)  0.129
F (-1.5639, -2.1194, -2.3018)  0.106
C (0.3582, -3.1914, -3.3113)  -0.444
F (1.6323, -2.8481, -3.6237)  0.155
F (0.2249, -3.8237, -2.1226)  0.149
F (-0.0337, -4.1079, -4.2734)  0.115
H (-4.8142, 0.1412, -2.7699)  0.094
H (-3.9287, 1.4570, -1.7656)  0.083
H (-5.4161, 1.8276, -2.7880)  0.096
H (0.8600, 0.7873, -4.6987)  0.124
H (-0.2909, -0.3151, -5.4587)  0.156
H (2.2875, -2.1162, 1.2682)  0.138
H (2.8626, -0.4411, 1.6540)  0.136
H (-0.0871, -1.4486, 2.1928)  0.081
H (1.0341, -1.2704, 4.6826)  0.065
H (2.5925, -1.4543, 3.7277)  0.064
H (1.3985, -2.7976, 3.6649)  0.035
H (0.2023, 0.5973, 3.9614)  0.075
H (-0.0333, 1.1079, 2.1828)  -0.008
H (1.6425, 1.0531, 2.9829)  0.088
Cl (2.1563, 5.5021, -3.0559)  0.535
C (0.5102, 6.1861, -3.0831)  -0.654
C (0.1914, 6.9493, -1.8182)  -0.668
Cl (0.0497, 5.8729, -0.4075)  0.556
H (-0.1929, 5.3692, -3.2456)  0.060
H (0.4595, 6.8549, -3.9432)  0.072
H (-0.7665, 7.4593, -1.9267)  0.071
H (0.9530, 7.6972, -1.5990)  0.068
Cl (-2.2934, 0.6974, 2.1396)  0.660
C (-3.4507, -0.1359, 1.0714)  -0.648
C (-3.9424, -1.4380, 1.6631)  -0.653
Cl (-2.6603, -2.6730, 1.7318)  0.562
H (-2.9670, -0.2921, 0.1066)  0.055
H (-4.2919, 0.5436, 0.9251)  0.069
H (-4.7415, -1.8469, 1.0436)  0.071
H (-4.3308, -1.2976, 2.6713)  0.070
Cl (4.3371, -3.6250, 4.9082)  0.560
C (3.8509, -4.2381, 6.5081)  -0.655
C (2.5451, -4.9988, 6.4565)  -0.650
Cl (1.1541, -3.9370, 6.1141)  0.583
H (3.7940, -3.3913, 7.1914)  0.070
H (4.6490, -4.8985, 6.8489)  0.071
H (2.3529, -5.4672, 7.4225)  0.071
H (2.5674, -5.7804, 5.6977)  0.069

Atomic forces in eV per Å
-0.011 -0.843 -1.041
-2.164 0.991 1.464
0.987 -0.692 -0.551
0.805 0.872 0.665
1.430 -0.195 -0.577
-0.668 -0.300 0.153
-1.079 0.498 -1.065
-1.044 -1.749 -0.834
2.650 1.719 4.655
-0.295 -1.028 -0.430
-1.232 1.311 -3.697
-0.098 0.198 -0.377
0.393 0.120 1.339
0.428 0.604 -1.439
0.388 -0.455 -0.461
0.405 -2.957 2.332
0.061 6.113 3.649
-0.158 -2.330 -1.588
-0.034 -2.854 -2.218
-0.303 0.389 -1.206
-0.093 -0.133 -0.087
-0.904 -0.653 0.459
1.173 0.915 0.870
1.225 0.481 -1.251
-0.897 -1.607 -0.507
-1.401 -0.169 0.903
0.971 0.793 -1.346
0.589 1.142 1.136
0.606 0.909 0.486
-0.337 -0.401 -0.817
1.215 -0.398 0.056
-1.134 -0.368 0.722
0.201 -0.039 1.363
-0.441 1.081 -0.294
-0.925 -0.508 -0.332
0.807 0.579 0.043
0.376 -0.675 -0.682
-1.099 -0.208 0.435
-0.095 0.962 0.210
0.083 -0.042 -1.072
1.363 -0.383 1.086
-1.065 -0.186 -0.151
0.024 -0.120 -0.013
-0.235 0.111 -0.109
-0.067 0.086 0.021
0.064 -0.034 -0.036
0.092 0.009 0.092
0.046 0.009 0.082
0.036 -0.073 -0.079
0.008 -0.128 -0.014
-0.582 -0.195 -0.222
-0.175 0.096 -0.021
-0.170 0.055 -0.057
0.011 0.001 0.011
0.052 -0.080 0.122
-0.022 -0.093 0.062
0.075 0.043 -0.025
0.129 0.023 -0.048
0.016 -0.007 -0.003
0.010 -0.069 0.165
0.042 -0.141 0.116
0.050 -0.163 0.150
-0.066 -0.021 -0.121
-0.083 -0.024 -0.048
0.061 0.076 -0.018
0.006 0.135 -0.014

The net charge is 0.

Quick rundown of frontier orbital gap, same order as above: 6.2 10.6 8.4 eV
Quick rundown of HOMO, same order as above: -9.6 -9.7 -8.3 eV
Quick rundown of E, same order as above: -327.092369 -361.758604 -5055.380153 a.u.